# 1
Here is a molecular structure, C19H20N2O4 at a distorted geometry from the OMol25 dataset. Energies are from the ωB97M-V functional and the def2-TZVPD basis.

Computed properties:
total energy = -31179.1719 eV
spin multiplicity = 1
LUMO level = 0.001 Ha
relative energy (zero: lowest compared OMol25 entry of this formula, charge and spin) = 484.4 kcal/mol
E_HOMO = -8.78 eV

XYZ file:
```
45
C19H20N2O4, DFT the ωB97M-V functional and the def2-TZVPD basis
C -5.71270 -2.83903 1.16199
C -4.45203 -2.25402 0.86161
C -4.13134 -0.74415 1.24070
C -3.94211 -0.04299 0.01637
C -4.95045 0.59462 -0.69644
C -4.76904 1.42601 -1.63322
C -3.54410 1.34219 -2.08271
C -2.48059 0.71045 -1.80429
C -2.77655 -0.02981 -0.63555
O -1.76948 -0.90554 0.07783
C -0.55179 -0.67748 -0.37030
C 0.10826 0.56729 -0.43203
O 1.11869 0.61850 -1.19433
O -0.23447 1.30073 0.70251
C 0.39560 2.42472 0.81786
H 0.65745 2.87040 0.13075
C 1.64540 2.04146 1.92068
N 2.65823 1.48123 1.27404
C 2.88406 0.28234 1.11307
O 2.05429 -0.49184 1.98894
C 3.76134 -0.37267 0.15757
C 4.86947 0.39091 0.08136
C 5.86378 -0.19018 -0.90076
C 5.47452 -1.49510 -1.30807
N 4.42302 -2.01912 -1.41520
C 3.67267 -1.59578 -0.34019
H 2.70127 -2.35640 -0.09475
H 6.23158 -1.89148 -2.20746
H 6.71736 0.14065 -1.11543
H 5.26374 1.21023 0.44610
H 3.13233 2.14520 0.37658
H 1.93070 3.13748 2.12970
H 1.33260 1.59822 2.71540
H -0.35886 2.94112 1.41827
H 0.01938 -1.60667 0.29670
H -0.37762 -1.07134 -1.37294
H -1.45608 0.67824 -2.31400
H -3.23591 2.06180 -2.87185
H -5.50700 2.16480 -2.11040
H -6.07430 0.93079 -0.00127
H -3.32495 -0.91672 2.06812
H -5.27071 -0.33327 2.05305
H -3.90150 -2.80347 0.38550
H -6.00066 -3.99362 0.79185
H -6.68017 -2.27834 1.50972
```



# 2
Here is C19H20N2O4 in the gas phase from the OMol25 dataset. Energies are from the ωB97M-V functional and the def2-TZVPD basis.

Computed properties:
total energy = -31196.9880 eV
spin multiplicity = 1
LUMO level = 0.028 Ha
relative energy (zero: lowest compared OMol25 entry of this formula, charge and spin) = 73.5 kcal/mol
E_HOMO = -8.53 eV
SMILES = CCCOc1ccccc1N1C(=O)C[C@@H](N(O)c2ccccc2)C1=O

XYZ file:
```
45
C19H20N2O4, DFT the ωB97M-V functional and the def2-TZVPD basis
C 2.20067 2.73797 2.61696
C 3.25600 2.34265 1.59203
C 3.61731 0.85526 1.63029
O 2.58880 0.03824 1.10290
C 1.56613 -0.40049 1.87696
C 1.55795 -0.50355 3.26453
C 0.47153 -1.05466 3.92096
C -0.62682 -1.51654 3.21897
C -0.64382 -1.41304 1.83898
C 0.43577 -0.85630 1.18018
N 0.41688 -0.72988 -0.23562
C 0.37780 -1.81944 -1.09204
O 0.29032 -2.96272 -0.74041
C 0.49615 -1.28721 -2.50239
C 0.33969 0.23085 -2.37003
N -0.91804 0.75740 -2.88469
O -0.81417 0.88936 -4.29934
C -2.09714 0.08452 -2.48351
C -2.49525 0.16918 -1.15131
C -3.65243 -0.46058 -0.73575
C -4.43563 -1.16235 -1.63794
C -4.05799 -1.22069 -2.96723
C -2.89496 -0.60423 -3.39110
C 0.44891 0.49265 -0.86642
O 0.52896 1.56085 -0.32482
H 1.25976 2.23729 2.40454
H 2.51919 2.48230 3.62589
H 2.02868 3.81055 2.57330
H 2.88283 2.57540 0.59368
H 4.17202 2.91235 1.76260
H 3.89780 0.54830 2.64259
H 4.47022 0.67206 0.96891
H 2.40029 -0.16338 3.84525
H 0.49198 -1.12650 4.99815
H -1.46591 -1.95019 3.73948
H -1.48728 -1.76130 1.26295
H 1.47152 -1.56990 -2.90067
H -0.26720 -1.73030 -3.14310
H 1.12838 0.78718 -2.88514
H -0.99485 1.82106 -4.48575
H -1.91361 0.74203 -0.44758
H -3.94965 -0.39215 0.30048
H -5.33859 -1.65231 -1.30667
H -4.66526 -1.75675 -3.68150
H -2.59696 -0.65296 -4.42760
```



# 3
Here is C19H20N2O5S in the gas phase at a distorted geometry from the OMol25 dataset. Energies are from the ωB97M-V functional and the def2-TZVPD basis.

Computed properties:
total energy = -44080.0255 eV
spin multiplicity = 1
LUMO level = 0.018 Ha
relative energy (zero: lowest compared OMol25 entry of this formula, charge and spin) = 53.8 kcal/mol
E_HOMO = -8.14 eV
SMILES = O=C(NCc1ccc2c(c1)OCO2)c1cccc(S(=O)(=O)N2CCCC2)c1

XYZ file:
```
47
C19H20N2O5S, DFT the ωB97M-V functional and the def2-TZVPD basis
O -1.11526 -3.77533 -0.32046
C -0.60523 -2.69239 -0.53174
N -1.23038 -1.70097 -1.20398
C -2.62605 -1.78419 -1.58508
C -3.46705 -0.84785 -0.75494
C -3.58062 -1.06977 0.61003
C -4.31391 -0.22215 1.43481
C -4.92727 0.85243 0.83748
C -4.81600 1.08364 -0.53443
C -4.08864 0.25282 -1.35030
O -5.51732 2.21281 -0.86406
C -6.07655 2.68596 0.34309
O -5.70332 1.82955 1.40055
C 0.79578 -2.38069 -0.10278
C 1.68713 -3.44435 0.02550
C 2.98969 -3.23376 0.44131
C 3.41878 -1.94983 0.74140
C 2.52736 -0.90134 0.62838
S 3.05813 0.77646 0.95612
O 1.91330 1.55877 1.32319
O 4.18703 0.74395 1.84455
N 3.51146 1.21465 -0.60390
C 4.91645 0.97690 -0.91989
C 5.46193 2.29177 -1.49767
C 4.47294 3.33750 -0.98452
C 3.15880 2.56169 -1.02684
C 1.22609 -1.09628 0.21340
H -0.77862 -0.80712 -1.30908
H -2.72614 -1.54945 -2.64856
H -2.92376 -2.82265 -1.41435
H -3.08754 -1.92750 1.04120
H -4.40189 -0.39742 2.49336
H -4.01174 0.44318 -2.40819
H -5.70832 3.70462 0.54529
H -7.17480 2.70839 0.25642
H 1.32931 -4.43773 -0.20060
H 3.66852 -4.06734 0.53691
H 4.42171 -1.74982 1.08329
H 4.99345 0.14924 -1.63068
H 5.43501 0.70293 0.00156
H 6.48313 2.48218 -1.17565
H 5.43804 2.26116 -2.58770
H 4.70628 3.60545 0.04647
H 4.45053 4.23785 -1.59454
H 2.76764 2.51272 -2.04915
H 2.38977 2.95038 -0.36234
H 0.57442 -0.23612 0.19314
```



# 4
Here is C19H20N2O5S in the gas phase from the OMol25 dataset. Energies are from the ωB97M-V functional and the def2-TZVPD basis.

Computed properties:
total energy = -44081.0404 eV
spin multiplicity = 1
LUMO level = 0.003 Ha
relative energy (zero: lowest compared OMol25 entry of this formula, charge and spin) = 30.4 kcal/mol
E_HOMO = -9.47 eV
SMILES = CNS(=O)(=O)c1cccc(C(=O)OCC(=O)N2CCc3ccccc3C2)c1

XYZ file:
```
47
C19H20N2O5S, DFT the ωB97M-V functional and the def2-TZVPD basis
C -5.62976 -1.37958 -1.74736
N -5.76263 -0.03175 -1.23503
S -5.37170 0.13149 0.39190
O -5.90363 1.39381 0.81134
O -5.72679 -1.04853 1.12652
C -3.59095 0.24570 0.27138
C -3.02534 1.47503 -0.01028
C -1.64945 1.57393 -0.14420
C -0.85713 0.44752 0.00137
C -1.43674 -0.78597 0.28823
C -0.61514 -2.01738 0.44071
O -1.03806 -3.13763 0.33157
O 0.65859 -1.71294 0.72821
C 1.59926 -2.77970 0.82859
C 2.88979 -2.41148 0.08545
O 3.31794 -3.13161 -0.79426
N 3.52126 -1.28939 0.47821
C 4.63412 -0.79242 -0.30595
C 4.13789 0.33726 -1.20706
C 3.29378 1.32277 -0.44426
C 2.99430 2.55930 -1.00574
C 2.19776 3.47006 -0.33834
C 1.68617 3.15338 0.90966
C 1.97455 1.92614 1.47584
C 2.77266 1.00569 0.80744
C 3.07377 -0.32611 1.45373
C -2.82035 -0.88622 0.42119
H -6.18761 -2.10287 -1.14552
H -5.97729 -1.41088 -2.77769
H -4.57333 -1.64426 -1.72056
H -6.67595 0.36815 -1.39501
H -3.67483 2.32999 -0.10852
H -1.18879 2.52514 -0.36277
H 0.21341 0.52123 -0.10896
H 1.18368 -3.68081 0.36692
H 1.80541 -2.98285 1.88572
H 5.40586 -0.42792 0.37834
H 5.03263 -1.61693 -0.89815
H 3.53192 -0.09361 -2.01042
H 4.98430 0.84735 -1.67055
H 3.39558 2.80399 -1.97864
H 1.97732 4.42596 -0.78930
H 1.06311 3.85838 1.43879
H 1.57285 1.67081 2.44574
H 3.87819 -0.18860 2.19256
H 2.19175 -0.68140 1.98158
H -3.28240 -1.83226 0.65762
```